Entry 1:
11
Properties=species:S:1:pos:R:3 method="wB97M-V/def2-TZVPD" mol_weight_g_mol=219.537 e_lumo_ha="-0.04244 / -0.04262" charge=0 orbital_gap_ev="8.6 / 8.5" energy_ha=-1588.399196
Cl 3.877 -0.209 0.116
F -2.349 1.798 -0.630
N 2.469 0.053 0.723
S -0.012 0.466 -1.090
F -0.654 2.349 0.590
C -1.293 1.289 0.026
F 1.093 -1.871 -0.595
F -1.773 0.572 1.025
F -1.073 -1.867 -0.880
F -0.242 -1.322 1.029
C -0.042 -1.260 -0.314

***

Entry 2:
98
Properties=species:S:1:pos:R:3 method="wB97M-V/def2-TZVPD" mol_weight_g_mol=902.019 e_lumo_ha=0.07151 charge=-1 orbital_gap_ev=5.7 energy_ha=-3205.085175
H 6.085 1.800 -0.032
C 5.233 -3.781 1.059
H -1.047 -3.610 -1.612
H -2.247 -0.964 -2.099
S 0.001 -1.650 -3.307
Si -0.647 2.829 -4.118
H 0.101 4.169 -6.093
N -1.651 -3.037 0.266
C 4.545 -1.670 0.096
C -2.434 3.636 0.538
Te -1.159 1.915 0.367
H 4.022 -4.459 2.666
H -2.909 2.340 -5.052
H -4.196 -5.928 0.159
C -0.081 1.123 -3.512
H 7.444 -1.777 -2.476
C 3.998 3.189 -1.837
H -2.140 4.209 1.415
C -3.481 -5.114 0.183
O -1.439 1.517 2.229
H -4.084 -4.411 2.121
H 3.607 1.716 -5.375
C -2.621 -4.897 -0.881
C 3.365 1.759 1.971
H -2.168 -1.111 -4.673
H 1.366 3.051 -5.561
N -1.911 -0.135 -4.549
C 5.735 -0.658 -1.768
H 3.264 2.593 3.941
C -2.456 3.168 -4.506
H -3.578 -0.983 3.700
C 3.785 1.817 -1.977
N -2.719 1.013 -2.159
H 7.198 -3.601 -0.860
H -0.274 5.132 -3.228
H 2.502 -2.539 2.635
H -1.973 -2.793 3.308
C -2.397 -2.269 2.446
C -4.438 -0.891 1.743
C 0.292 3.160 -5.718
H 0.442 1.253 -2.556
C 6.634 -1.753 -1.756
H -3.461 3.289 0.634
C 5.444 -2.762 0.097
H 5.599 3.419 3.902
C -1.721 -3.847 -0.794
C -2.492 -3.230 1.285
H 3.400 0.261 -3.412
C -0.977 -0.119 -3.393
C 3.954 3.500 -4.227
H 5.868 0.135 -2.495
C 5.460 1.991 0.834
H 1.392 2.638 0.044
Rb 0.663 -1.025 -0.037
H 4.244 5.084 -2.810
H 4.021 4.148 -5.093
C 4.186 -3.671 1.936
H 0.379 4.104 0.226
H -3.362 0.830 -1.393
H 0.717 0.840 -4.206
C 4.143 1.544 0.836
C 3.454 -1.514 1.002
H -2.519 4.070 -5.121
C 5.192 2.897 3.045
H -3.073 0.510 1.983
H -1.691 -1.480 2.183
C 5.984 2.665 1.929
H -2.641 -5.521 -1.764
H -4.426 -2.434 3.210
C 4.078 4.022 -2.949
O -0.335 0.556 1.825
H 7.014 3.002 1.913
C 3.624 1.314 -3.275
H 4.106 3.619 -0.849
C 6.496 -2.772 -0.854
C 3.881 2.438 3.064
H 5.897 -4.638 1.087
C 3.313 -2.551 1.905
H -1.366 0.079 -5.380
C -3.741 -1.659 2.854
H -3.031 3.333 -3.594
C 0.569 3.097 0.588
C -0.089 4.117 -2.866
N -1.765 -0.069 -2.150
O -3.672 0.208 1.275
H -5.410 -0.536 2.104
H -0.641 3.999 -1.930
H -3.245 0.964 -3.032
H 2.359 1.355 2.008
H -2.336 4.239 -0.364
H -0.007 2.452 -6.496
H 0.775 3.087 1.657
C -3.420 -4.270 1.278
C 4.713 -0.628 -0.860
P 3.413 0.637 -0.591
C 3.726 2.137 -4.384
H 0.978 4.018 -2.647
H -4.621 -1.543 0.885

***

Entry 3:
135
Properties=species:S:1:pos:R:3 method="wB97M-V/def2-TZVPD" mol_weight_g_mol=951.383 e_lumo_ha=0.00537 charge=0 orbital_gap_ev=9.6 smiles="O=S1(=O)CCCC1.O=S1(=O)CCCC1.O=S1(=O)CCCC1.O=S1(=O)CCCC1.O=S1(=O)CCCC1.O=S1(=O)CCCC1.CCO.CCO.CCO.CCO.CCO" energy_ha=-5010.300128
H 6.973 -0.481 -1.426
O 0.218 1.318 3.741
C 0.194 -6.021 -1.052
O -2.745 1.345 -1.018
H -2.486 -2.950 -3.402
H -5.802 1.607 -4.491
H -0.300 -0.951 -4.374
H -3.635 -1.505 2.741
C 3.402 2.780 4.758
H -4.051 -0.211 1.736
H -5.913 -2.037 2.058
O 2.156 -0.992 -0.839
H 0.782 0.681 1.620
H -0.773 -5.659 -1.309
H 4.649 1.496 -0.221
H -0.015 2.992 -8.184
C -2.603 4.574 2.634
O 0.558 -5.302 -3.542
O -2.075 -0.362 -3.600
H -1.354 1.327 -7.139
C 1.198 -3.966 -0.077
O -2.626 4.492 0.227
C 1.733 -2.485 5.144
S -2.999 -3.386 0.284
H 2.738 1.377 3.117
H -0.129 -3.087 6.219
S -3.980 1.986 -1.295
C -3.920 -1.273 1.665
C 5.094 2.091 0.536
O 4.239 -0.027 -2.741
C -0.615 -2.244 4.334
C 0.180 -2.380 3.015
H 4.358 3.062 4.268
C 1.372 2.349 -1.304
O -0.244 -0.766 -0.264
H 1.764 -3.395 0.640
H -2.349 -0.277 -2.690
H 4.879 -2.028 -2.843
H 3.273 0.536 4.588
H 1.620 -3.229 -2.119
C 0.304 -3.079 5.213
C -4.772 -3.453 0.826
H -0.688 -1.205 4.638
H -3.281 4.745 3.512
H -0.552 -1.474 -2.745
H 6.376 -2.082 -1.011
H 0.306 -4.164 4.946
H -4.682 3.866 -4.333
H 1.316 3.040 6.562
H 1.382 0.739 -2.693
O -0.680 1.724 -5.138
S 1.312 -5.493 -2.327
H -1.005 -3.455 -4.442
O -2.198 -4.093 1.241
H 3.617 2.665 5.821
H 2.550 -3.092 5.475
O 2.386 -6.446 -2.330
H -4.781 0.020 -2.382
C 2.847 1.485 4.196
H -4.230 4.231 1.377
C -1.049 -1.393 -3.720
H 0.229 3.558 5.316
C -4.810 3.211 -3.433
H -2.762 3.077 -3.042
O 2.253 -0.827 3.119
C 0.265 2.680 -7.143
H -2.948 -1.237 -0.389
C -3.346 4.811 1.357
H 5.945 -0.755 -3.432
O 2.674 -3.252 2.813
C 5.281 -1.029 -2.632
H 2.432 2.470 -1.285
O -2.771 -3.731 -1.133
H 1.109 1.989 -7.292
C 1.290 1.085 0.749
C 0.821 2.469 0.140
O 1.001 0.624 6.007
C 0.781 1.067 -1.820
H -1.628 -2.594 4.366
C 1.918 -4.068 -1.482
C -0.984 2.132 -6.464
H 0.346 -3.375 -0.313
H -3.719 4.338 -2.045
S 1.038 -0.098 -0.570
H -4.749 -4.079 1.700
H -1.776 -1.400 0.982
H 1.698 -5.959 0.576
C -5.204 -2.019 1.212
H -5.309 -3.965 0.040
H -4.054 1.421 -4.363
C -1.706 -2.646 -4.237
H -2.394 3.495 2.624
H 2.299 1.150 1.082
H -0.283 1.173 -1.875
H 2.024 3.853 3.638
H -1.646 5.127 2.759
H 0.718 3.500 -6.603
O 4.427 3.251 0.932
H -1.672 2.964 -6.461
H -6.097 1.318 -2.180
H 3.562 -0.325 -2.091
H 5.934 1.812 2.511
C -2.783 -1.634 0.660
H 0.085 -3.372 2.641
H 5.901 0.340 1.449
H -2.220 -2.510 -5.208
H -1.418 1.164 -4.797
C -3.700 3.325 -2.465
S 1.905 -2.193 3.392
H -3.567 5.878 1.286
H 0.054 -5.578 1.100
H -0.261 2.660 0.092
H 1.700 -1.486 5.557
C 5.335 1.255 1.852
C 0.760 -5.426 0.270
C 2.248 3.764 4.714
H 4.411 0.869 2.298
H 1.311 3.279 0.676
H 5.480 -0.701 -0.406
H 6.021 2.423 0.074
H 3.008 -4.085 -1.446
H -0.007 -1.674 2.174
H 1.069 3.112 -1.973
H 4.193 3.847 0.215
C -5.064 1.084 -2.486
S 1.148 1.455 4.845
H -5.567 -1.530 0.362
H 2.431 4.766 5.176
O -4.836 2.441 -0.215
H -1.832 5.031 0.104
C -4.944 1.790 -3.820
C 1.153 3.084 5.486
H 0.242 -7.073 -1.184
H -5.728 3.492 -2.869
C 6.043 -1.095 -1.278

***

Entry 4:
81
Properties=species:S:1:pos:R:3 method="wB97M-V/def2-TZVPD" mol_weight_g_mol=414.621 e_lumo_ha=0.02022 charge=0 orbital_gap_ev=10.3 smiles=CCO.CCO.CCO.CCO.CCO.CCO.CCO.CCO.CCO energy_ha=-1395.197211
O -28.957 -20.527 10.457
H -31.599 -20.487 6.242
C -34.783 -11.792 5.866
O -37.910 -16.073 2.002
H -32.691 -16.055 7.717
H -34.891 -17.830 6.431
H -33.805 -14.550 12.593
H -33.323 -12.219 7.462
C -37.775 -21.458 5.735
C -30.346 -18.704 9.908
H -37.284 -19.316 5.459
H -32.126 -14.230 12.784
H -31.840 -19.334 3.807
H -32.246 -16.301 11.405
H -36.927 -16.077 4.480
H -35.493 -16.828 8.488
H -33.231 -16.737 5.156
H -33.067 -17.426 8.536
H -34.530 -10.733 5.817
H -29.590 -14.641 8.708
C -29.446 -13.338 10.581
H -37.288 -20.176 4.005
C -33.578 -12.550 6.455
H -30.089 -18.316 10.894
H -30.583 -17.919 9.190
O -36.460 -21.785 5.614
C -33.456 -16.415 8.405
H -37.974 -21.237 6.784
H -36.319 -22.169 4.746
C -37.792 -20.147 4.971
H -38.509 -22.172 5.360
O -34.965 -16.873 6.460
H -32.422 -19.426 7.511
H -32.202 -18.831 5.928
H -33.194 -16.894 2.605
C -37.227 -14.974 2.564
O -32.556 -16.749 4.474
H -38.091 -14.355 2.805
H -28.287 -18.887 9.368
H -29.442 -19.997 8.544
H -31.425 -16.622 12.932
H -33.670 -13.636 6.477
H -38.832 -19.847 4.844
O -34.957 -12.299 4.565
H -35.482 -16.000 3.456
H -33.801 -21.371 6.464
C -32.375 -19.758 6.474
H -35.157 -15.313 7.653
C -31.964 -18.566 3.044
O -30.403 -12.919 11.462
H -32.970 -17.176 12.668
H -31.224 -19.335 10.045
H -31.049 -17.976 2.991
H -35.647 -20.136 6.347
H -30.000 -12.245 12.015
C -32.906 -14.932 13.077
H -31.964 -18.947 2.022
H -33.390 -14.055 14.674
H -37.277 -16.775 1.836
C -29.152 -19.539 9.490
H -30.755 -14.942 9.824
C -33.681 -20.422 5.942
C -30.165 -14.101 9.460
H -33.446 -15.855 9.340
H -33.556 -20.637 4.881
H -35.661 -11.907 6.503
O -34.819 -19.651 6.304
H -28.632 -13.967 10.941
H -35.952 -14.644 4.321
H -33.956 -18.134 3.646
O -33.046 -14.923 14.453
H -34.126 -12.236 4.088
H -30.807 -13.437 8.881
H -36.646 -14.567 1.736
C -33.030 -17.611 3.410
H -28.939 -12.465 10.168
C -34.808 -16.335 7.798
C -36.386 -15.469 3.755
H -28.259 -21.118 10.163
C -32.363 -16.288 12.488
H -32.688 -12.459 5.832

***

Entry 5:
12
Properties=species:S:1:pos:R:3 method="wB97M-V/def2-TZVPD" mol_weight_g_mol=149.602 e_lumo_ha="-0.07584 / -0.06541" charge=0 orbital_gap_ev="6.9 / 7.6" energy_ha=-1142.976415
C 1.220 -0.664 0.433
H 2.238 -0.765 0.776
H 0.013 2.340 -1.074
O -1.168 1.289 -0.031
N -1.477 0.087 0.508
H 2.225 0.807 -0.385
C 0.272 -1.631 0.299
S -1.155 -1.139 -0.569
C 0.113 1.410 -0.530
H 0.342 -2.650 0.542
Cl -3.820 0.286 0.217
C 1.196 0.630 -0.185

***

Entry 6:
10
Properties=species:S:1:pos:R:3 method="wB97M-V/def2-TZVPD" mol_weight_g_mol=88.066 e_lumo_ha=0.00198 charge=0 orbital_gap_ev=9.4 energy_ha=-338.490926
N -0.937 -1.171 -0.140
C -0.016 1.231 0.266
H -0.044 -0.454 1.565
N -0.147 -0.253 0.573
O 0.015 2.067 1.138
H -0.347 -1.657 -0.820
H -0.393 1.406 -0.763
O 1.925 -0.625 -1.001
H -1.674 -0.669 -0.639
C 1.619 0.125 -0.179